No. 1
C4H5NO in the gas phase, computed with wB97M-V/def2-TZVPD.

```
11
Properties=species:S:1:pos:R:3:mulliken_charge:R:1
N 1.5003 0.0472 -0.2641 -0.018
C 1.3827 -1.2067 0.2614 -0.314
C 0.4934 1.0298 -0.3249 -0.235
C -0.7696 0.6880 -0.0662 -0.393
C -1.0710 -0.7432 0.2829 -0.291
O 0.1245 -1.5302 0.5688 -0.170
H 2.4460 0.3287 -0.4667 0.222
H 0.8106 2.0358 -0.5798 0.364
H -1.5748 1.4167 -0.0796 0.334
H -1.6013 -1.2623 -0.5260 0.241
H -1.6856 -0.8064 1.1870 0.260
```

**Energy**: -7764.1513 eV
**Energy above the lowest of the compared OMol25 structures with the same formula, charge and spin**: 54.8 kcal per mole
**Net charge**: 0

No. 2
C7H10 in the gas phase, computed with wB97M-V/def2-TZVPD.

```
17
Properties=species:S:1:pos:R:3:mulliken_charge:R:1
C -1.2145 -1.3970 0.0852 -1.418
C -0.3573 -0.7308 -0.9691 0.548
C -0.1838 0.7525 -0.9233 -0.129
C -0.4188 1.5764 0.2023 -1.212
C 1.1224 -0.5701 -0.7157 -0.350
C 1.6226 -0.3937 0.5397 -0.221
C 1.5488 0.3740 1.5438 -0.630
H -2.2691 -1.1550 -0.0824 0.332
H -1.0900 -2.4829 0.0345 0.354
H -0.9414 -1.0769 1.0948 0.321
H -0.5565 -1.1252 -1.9692 0.408
H 0.1252 1.2240 -1.8540 0.353
H 0.7456 1.3229 1.0509 0.225
H -0.4150 2.6476 0.0099 0.380
H -1.2008 1.2827 0.9057 0.298
H 1.7959 -0.6121 -1.5660 0.402
H 1.6866 0.3636 2.6128 0.338
```

**Energy**: -7416.8623 eV
**Energy above the lowest of the compared OMol25 structures with the same formula, charge and spin**: 96.2 kcal per mole
**Net charge**: 0

No. 3
A 8-piece molecular cluster, C26H68O8 overall in a non-equilibrium geometry, computed with wB97M-V/def2-TZVPD.

```
102
Properties=species:S:1:pos:R:3:mulliken_charge:R:1
C -1.6293 18.8152 0.1396 -1.393
C -2.7908 17.7939 0.1258 0.240
O -4.0384 18.3972 0.5046 -0.516
C -5.1490 17.4669 0.5456 1.123
C -6.3450 18.2038 1.0118 -1.400
H -0.6779 18.3441 -0.1076 0.387
H -1.6760 19.5613 -0.6536 0.332
H -1.5614 19.3589 1.0819 0.326
H -2.7690 17.3241 -0.8575 0.111
H -2.5950 16.9412 0.7758 0.165
H -5.4174 16.9690 -0.3861 -0.534
H -4.7832 16.7235 1.2540 0.181
H -7.1250 17.4478 1.1026 0.260
H -6.7644 18.9234 0.3086 0.334
H -6.2178 18.6979 1.9750 0.397
C -5.4451 8.5643 4.2719 -1.171
C -5.3358 9.7959 5.1321 -0.382
O -6.3176 10.7662 4.7964 -0.193
C -6.7740 11.5337 5.8817 -0.474
C -7.7431 12.4985 5.2006 -0.382
H -5.8086 8.7764 3.2664 0.283
H -4.4104 8.2598 4.1143 0.356
H -6.1657 7.8967 4.7443 0.310
H -5.1765 9.5384 6.1792 0.375
H -4.4456 10.3358 4.8094 0.314
H -7.2098 11.0897 6.7767 0.412
H -5.8978 12.0389 6.2881 0.371
H -7.3106 13.1780 4.4662 -0.435
H -8.2891 13.1403 5.8920 0.403
H -8.5172 11.8675 4.7638 0.319
C -14.2539 13.4775 1.2501 -1.112
C -13.7241 12.1116 0.5556 -0.371
O -12.4607 11.9796 1.0206 -0.243
C -11.7420 10.7878 0.6925 -0.440
C -10.3168 11.1529 1.0665 -1.089
H -13.5898 14.3365 1.1539 0.300
H -15.2390 13.7350 0.8612 0.365
H -14.4235 13.3037 2.3127 0.286
H -14.2946 11.2760 0.9610 0.289
H -13.8894 12.0945 -0.5217 0.334
H -12.1417 9.8235 1.0064 0.383
H -11.7982 10.7870 -0.3961 0.215
H -9.9389 11.9975 0.4904 0.268
H -9.6483 10.3044 0.9204 0.470
H -10.2446 11.4306 2.1181 0.364
C -5.3762 16.3521 -3.1803 -1.155
C -5.4509 17.9637 -3.1942 -0.170
O -6.7710 18.2937 -3.4062 -0.394
C -7.0506 19.6964 -3.5883 -0.283
C -6.4989 20.2420 -4.9569 -1.148
H -5.9346 15.9798 -2.3213 0.108
H -5.9142 15.9606 -4.0436 0.440
H -4.3619 15.9532 -3.1746 0.363
H -5.1400 18.3325 -2.2168 0.323
H -4.8144 18.3504 -3.9901 0.328
H -8.1250 19.7621 -3.4167 0.361
H -6.5426 20.2647 -2.8092 0.261
H -6.9649 21.2013 -5.1822 0.395
H -6.6531 19.4759 -5.7168 0.299
H -5.4203 20.3934 -4.9140 0.295
C -7.5237 10.5634 -4.5365 -1.448
C -7.9600 10.4766 -3.0317 0.596
C -9.4325 10.6857 -2.7675 -0.925
O -7.6801 9.1185 -2.7471 -0.555
H -6.4778 10.2723 -4.6331 0.357
H -7.7808 11.5428 -4.9402 0.365
H -8.1824 9.9273 -5.1278 0.417
H -7.2344 11.1303 -2.5477 0.078
H -9.5982 10.5898 -1.6945 0.028
H -10.0609 10.0168 -3.3555 0.309
H -9.7463 11.6909 -3.0490 0.389
H -7.9590 8.5923 -3.5000 0.361
C -5.8209 15.4086 5.4798 -0.874
C -6.2225 16.5560 4.4834 0.873
C -7.6150 16.4800 3.9382 -1.245
O -5.9807 17.7536 5.2369 -0.604
H -6.7120 15.2124 6.0761 0.175
H -4.9350 15.6968 6.0457 0.485
H -5.5677 14.5033 4.9281 0.115
H -5.4792 16.4953 3.6885 -0.126
H -7.8190 15.5175 3.4690 0.126
H -7.9640 17.2749 3.2791 0.374
H -8.1882 16.6968 4.8396 0.407
H -5.0337 17.8574 5.3550 0.354
C -1.9427 13.8420 -0.1514 -0.607
C -1.3216 12.8868 0.8922 -0.396
O -0.4070 12.0490 0.2649 -0.541
H -2.6383 14.4512 0.4258 -0.053
H -2.5087 13.2732 -0.8890 0.307
H -1.2396 14.4840 -0.6820 0.440
H -2.1262 12.3901 1.4343 0.246
H -0.7848 13.4480 1.6570 0.295
H 0.2975 12.5140 -0.1924 0.313
C -6.0968 13.8219 -0.0483 -0.898
C -6.3747 12.7807 1.0879 0.103
O -6.4297 13.4896 2.2593 -0.365
H -6.8131 14.6434 -0.0424 0.265
H -6.3566 13.3692 -1.0053 0.353
H -5.1022 14.2513 -0.1684 0.086
H -5.6480 11.9754 1.1950 0.366
H -7.3715 12.4270 0.8244 -0.156
H -6.2784 12.9810 3.0594 0.048
```

**Energy**: -44439.5472 eV
**Energy above the lowest of the compared OMol25 structures with the same formula, charge and spin**: 61.7 kcal per mole
**SMILES string**: CC(C)O.CC(C)O.CCOCC.CCOCC.CCOCC.CCOCC.CCO.CCO
**Net charge**: 0

No. 4
C2H2N2O in the gas phase in a non-equilibrium geometry, computed with wB97M-V/def2-TZVPD.

```
7
Properties=species:S:1:pos:R:3:mulliken_charge:R:1
C -0.8310 0.1636 -0.0231 0.054
C 1.4162 -0.2733 0.0791 -0.147
N 0.4096 0.2875 -0.3793 -0.315
N -1.9148 0.5985 -0.0544 0.579
O -3.1071 0.5607 -0.0893 -0.614
H 2.4522 -0.0339 -0.1125 0.253
H 1.5748 -1.3031 0.5794 0.189
```

**Energy**: -7129.2148 eV
**Energy above the lowest of the compared OMol25 structures with the same formula, charge and spin**: 106.7 kcal per mole
**SMILES string**: C=NC#[N+][O-]
**Net charge**: 0

HOMO values (in eV) by entry order: -8.636, -8.749, -9.623, -9.020.
Frontier orbital gap values (in eV) by entry order: 9.48, 9.85, 10.19, 8.67.